# 1
Formula: C40H60O32V
Source: the Open Molecules 2025 dataset
Level of theory: ωB97M-V/def2-TZVPD

Each line ends with the Löwdin charge.
Element x y z (Å)
O 9.950 -1.664 27.063  -0.261
V 8.714 -0.674 26.976  0.935
O 8.744 0.063 25.608  -0.251
C 3.691 1.430 24.434  -0.018
C 4.482 0.543 23.524  -0.281
C 5.875 0.128 23.995  -0.072
O 5.916 -1.286 23.753  0.065
C 4.661 -1.740 23.567  -0.571
O 4.376 -2.897 23.615  0.138
O 3.808 -0.732 23.352  0.099
H 3.411 0.943 25.369  0.078
H 2.775 1.767 23.945  0.094
H 4.251 2.335 24.680  0.095
H 4.548 0.971 22.522  0.159
H 6.022 0.260 25.068  0.098
H 6.674 0.678 23.505  0.138
C 5.878 -3.190 32.345  -0.006
C 6.241 -1.878 31.705  -0.308
C 7.277 -1.077 32.488  -0.035
O 8.157 -0.576 31.453  0.084
C 7.869 -1.172 30.303  -0.533
O 8.455 -0.935 29.281  0.099
O 6.893 -2.070 30.433  0.112
H 5.241 -3.786 31.691  0.083
H 5.379 -3.038 33.299  0.103
H 6.789 -3.773 32.501  0.104
H 5.330 -1.307 31.507  0.143
H 7.875 -1.723 33.128  0.145
H 6.868 -0.225 33.021  0.138
C 13.650 -0.806 21.467  -0.016
C 12.385 -1.023 22.260  -0.312
C 12.306 -2.342 23.028  -0.069
O 11.795 -1.950 24.312  0.047
C 11.929 -0.621 24.467  -0.555
O 11.732 -0.032 25.479  0.146
O 12.303 -0.038 23.303  0.065
H 13.654 -1.394 20.549  0.096
H 14.547 -1.035 22.042  0.094
H 13.717 0.241 21.168  0.084
H 11.520 -0.934 21.598  0.154
H 13.278 -2.816 23.177  0.136
H 11.640 -3.073 22.577  0.131
C 12.194 -1.206 29.581  -0.017
C 12.399 -0.248 30.708  -0.305
C 11.410 -0.429 31.871  -0.104
O 12.228 -0.467 33.027  0.063
C 13.538 -0.576 32.669  -0.554
O 14.421 -0.722 33.441  0.182
O 13.675 -0.490 31.327  0.097
H 11.246 -1.032 29.066  0.055
H 12.261 -2.230 29.958  0.099
H 12.958 -1.132 28.805  0.100
H 12.398 0.789 30.366  0.143
H 10.863 -1.368 31.774  0.127
H 10.732 0.419 31.921  0.115
C 10.017 2.963 24.266  -0.018
C 11.005 3.535 23.291  -0.299
C 11.416 2.665 22.083  -0.092
O 11.128 3.472 20.951  0.069
C 10.627 4.674 21.332  -0.563
O 10.346 5.550 20.587  0.173
O 10.473 4.722 22.673  0.081
H 9.672 3.760 24.926  0.087
H 10.423 2.120 24.823  0.067
H 9.110 2.620 23.754  0.089
H 11.911 3.849 23.817  0.154
H 10.804 1.763 22.059  0.123
H 12.470 2.410 22.129  0.124
C 4.552 1.796 30.968  -0.005
C 4.336 1.258 29.571  -0.284
C 3.918 2.291 28.520  -0.048
O 4.860 2.098 27.459  0.085
C 5.860 1.318 27.857  -0.540
O 6.851 1.103 27.225  0.120
O 5.627 0.806 29.087  0.077
H 5.082 1.101 31.615  0.070
H 3.634 2.147 31.437  0.103
H 5.212 2.671 30.912  0.082
H 3.645 0.414 29.623  0.148
H 3.926 3.312 28.899  0.141
H 2.933 2.080 28.108  0.140
C 9.163 -4.034 24.897  -0.031
C 7.918 -4.862 25.044  -0.290
C 7.046 -4.891 23.766  -0.083
O 7.087 -6.242 23.335  0.077
C 7.839 -6.991 24.178  -0.562
O 8.041 -8.149 24.050  0.175
O 8.318 -6.233 25.190  0.084
H 9.756 -4.016 25.809  0.071
H 8.919 -2.983 24.689  0.082
H 9.767 -4.345 24.043  0.095
H 7.376 -4.518 25.925  0.135
H 7.461 -4.201 23.031  0.134
H 6.014 -4.617 23.970  0.110
C 7.716 4.524 29.658  -0.014
C 9.123 4.193 29.243  -0.270
C 9.961 3.543 30.364  -0.053
O 10.194 2.212 29.907  0.088
C 9.695 2.054 28.679  -0.518
O 9.805 1.044 28.043  0.106
O 9.099 3.158 28.235  0.114
H 7.071 4.745 28.808  0.094
H 7.732 5.417 30.288  0.102
H 7.281 3.696 30.223  0.076
H 9.639 5.050 28.816  0.160
H 9.411 3.509 31.306  0.136
H 10.907 4.041 30.568  0.142
C 12.767 -3.957 26.904  -0.026
C 13.503 -4.936 27.792  -0.324
C 14.537 -5.814 27.072  -0.073
O 15.685 -5.747 27.933  0.065
C 15.503 -4.807 28.886  -0.560
O 16.303 -4.514 29.705  0.182
O 14.275 -4.234 28.760  0.075
H 12.196 -4.501 26.150  0.085
H 13.446 -3.222 26.470  0.095
H 12.048 -3.381 27.492  0.065
H 12.756 -5.576 28.272  0.153
H 14.810 -5.419 26.093  0.131
H 14.246 -6.859 27.012  0.133
C 2.684 -2.876 26.339  -0.003
C 3.545 -2.492 27.516  -0.261
C 4.354 -3.668 28.097  -0.037
O 5.705 -3.370 27.736  0.113
C 5.773 -2.175 27.180  -0.529
O 6.797 -1.681 26.773  0.081
O 4.590 -1.597 27.043  0.110
H 2.259 -1.977 25.890  0.097
H 1.858 -3.503 26.674  0.104
H 3.291 -3.361 25.576  0.081
H 2.945 -1.974 28.260  0.148
H 4.095 -4.623 27.646  0.146
H 4.226 -3.752 29.176  0.129

LUMO level = -3.16 eV
Max |F| = 1.72 eV Å⁻¹
DFT total energy = -4911.90713 Eh
Total charge = +1


# 2
Formula: C40H61N2O10P3RbS
Source: the Open Molecules 2025 dataset
Level of theory: ωB97M-V/def2-TZVPD

Each line ends with the Löwdin charge.
Element x y z (Å)
Rb -1.028 1.064 0.454  0.703
C 2.681 1.940 3.886  -0.184
C 1.240 2.304 4.191  -0.182
O 0.435 2.539 3.071  -0.146
C 0.561 3.777 2.397  -0.161
C 1.643 3.781 1.329  -0.184
O 1.587 2.553 0.639  -0.193
C 2.608 2.395 -0.319  -0.193
C 2.630 0.933 -0.747  -0.188
O 2.510 0.003 0.325  -0.158
C 3.646 -0.236 1.106  -0.186
C 3.867 0.761 2.226  -0.190
O 2.747 0.781 3.081  -0.114
H 3.207 1.779 4.840  0.127
H 3.174 2.777 3.381  0.109
H 1.269 3.190 4.847  0.130
H 0.762 1.487 4.734  0.113
H 0.737 4.596 3.106  0.134
H -0.406 3.969 1.925  0.086
H 2.652 3.912 1.750  0.109
H 1.456 4.629 0.656  0.134
H 3.569 2.720 0.110  0.111
H 2.412 3.009 -1.208  0.130
H 3.553 0.739 -1.312  0.127
H 1.752 0.774 -1.384  0.049
H 4.555 -0.259 0.486  0.130
H 3.515 -1.232 1.544  0.119
H 4.039 1.760 1.813  0.105
H 4.779 0.466 2.773  0.130
C -4.006 -1.845 2.679  -0.039
C -3.204 -2.343 3.863  -0.423
C -3.531 -3.780 4.215  -0.043
O -1.773 -2.339 3.578  -0.205
P -0.934 -1.012 3.356  0.454
O -1.684 0.196 3.008  -0.328
C 0.264 -1.495 2.103  -0.228
P -0.370 -2.589 0.820  0.462
O -1.739 -2.277 0.393  -0.248
O -0.246 -4.060 1.438  -0.173
C 0.807 -4.993 1.131  -0.444
C 0.312 -6.348 1.592  -0.042
C 2.111 -4.595 1.799  -0.035
O 0.762 -2.528 -0.270  -0.189
C 0.648 -2.822 -1.700  -0.402
C 2.015 -2.511 -2.267  -0.028
C -0.446 -2.024 -2.380  -0.053
O -0.110 -0.791 4.697  -0.174
C 0.322 -1.731 5.699  -0.418
C 0.997 -2.957 5.107  -0.051
C -0.826 -2.076 6.629  -0.034
H -5.069 -1.957 2.904  0.087
H -3.758 -2.424 1.790  0.077
H -3.799 -0.798 2.477  0.076
H -3.373 -1.694 4.729  0.142
H -3.317 -4.417 3.356  0.090
H -4.588 -3.868 4.466  0.084
H -2.939 -4.128 5.062  0.067
H 1.131 -1.948 2.580  0.060
H 0.654 -0.585 1.634  0.033
H 0.954 -5.009 0.047  0.127
H 0.150 -6.335 2.671  0.084
H 1.046 -7.118 1.353  0.082
H -0.631 -6.592 1.104  0.084
H 1.979 -4.556 2.882  0.071
H 2.451 -3.625 1.441  0.066
H 2.883 -5.331 1.570  0.088
H 0.448 -3.898 -1.785  0.132
H 2.207 -1.442 -2.171  0.072
H 2.036 -2.781 -3.323  0.084
H 2.796 -3.063 -1.739  0.080
H -0.276 -0.945 -2.259  0.040
H -1.429 -2.285 -1.995  0.067
H -0.414 -2.248 -3.450  0.091
H 1.067 -1.164 6.263  0.142
H 0.299 -3.522 4.487  0.076
H 1.345 -3.600 5.917  0.088
H 1.862 -2.671 4.510  0.077
H -1.560 -2.692 6.115  0.057
H -1.310 -1.165 6.978  0.092
H -0.452 -2.627 7.492  0.085
S -3.459 3.206 0.350  0.338
C -2.535 4.567 0.521  -1.046
N -1.839 5.497 0.643  -0.018
N -0.094 1.306 -2.147  -0.392
P -0.614 1.832 -3.470  0.629
C -0.086 3.533 -3.968  -0.279
C 0.257 3.935 -5.256  -0.094
C 0.643 5.247 -5.508  -0.106
C 0.676 6.173 -4.474  -0.110
C 0.327 5.784 -3.185  -0.083
C -0.042 4.472 -2.935  -0.080
C -0.168 0.848 -4.985  -0.276
C 1.136 0.349 -5.029  -0.100
C 1.558 -0.463 -6.071  -0.103
C 0.671 -0.805 -7.086  -0.115
C -0.629 -0.325 -7.051  -0.099
C -1.044 0.498 -6.007  -0.080
C -2.445 1.953 -3.673  -0.282
C -3.189 0.938 -3.072  -0.092
C -4.574 0.940 -3.133  -0.087
C -5.237 1.968 -3.791  -0.101
C -4.508 2.987 -4.386  -0.091
C -3.119 2.977 -4.329  -0.078
H 0.226 3.218 -6.069  0.096
H 0.913 5.548 -6.513  0.091
H 0.969 7.197 -4.672  0.091
H 0.333 6.507 -2.379  0.101
H -0.319 4.148 -1.937  0.096
H 1.805 0.596 -4.211  0.096
H 2.574 -0.839 -6.091  0.093
H 0.992 -1.446 -7.898  0.090
H -1.326 -0.595 -7.835  0.094
H -2.064 0.863 -5.983  0.098
H -2.659 0.160 -2.534  0.090
H -5.139 0.153 -2.648  0.099
H -6.319 1.986 -3.822  0.093
H -5.021 3.802 -4.881  0.095
H -2.559 3.787 -4.782  0.099

LUMO level = 1.77 eV
Max |F| = 0.54 eV Å⁻¹
DFT total energy = -3869.28608 Eh
Energy relative to the best compared isomer or geometry (same formula, charge and spin) = 0.467 eV
Total charge = -1